C60H85Cl24N13 | the ωB97M-V functional and the def2-TZVPD basis

The geometry in XYZ format:
```
182
Properties=species:S:1:pos:R:3:forces:R:3:mulliken_charge:R:1
H 15.5385 16.0363 18.6480 -0.5 0.2 0.8 -0.066
C 11.5266 15.1873 17.4192 1.2 0.7 0.0 0.066
C 14.4404 24.4758 19.0427 -2.7 0.4 -0.3 -0.953
H 8.1376 15.3733 14.3429 0.0 0.4 0.2 0.374
C 13.3032 13.6624 10.3700 -0.5 0.3 -1.1 -0.446
H 11.3909 11.7113 19.4751 0.2 -0.1 -0.1 0.442
H 17.2856 18.5316 18.3907 -0.8 0.5 0.4 -0.453
H 21.1679 12.4839 20.9776 -0.1 -0.1 0.2 0.586
H 17.1933 11.3025 19.8321 0.0 -0.3 0.2 0.418
H 11.0599 12.8290 12.9866 0.0 -0.4 0.0 0.632
C 21.7909 18.3806 21.0640 -0.1 -0.8 1.1 -1.166
H 12.0385 14.7963 14.1054 -0.2 -0.2 -0.1 -0.556
C 11.0903 16.8101 13.5280 -0.1 0.2 2.0 -0.619
H 12.3340 23.9765 18.3872 0.1 0.0 -0.1 0.422
H 22.2161 14.0556 18.6475 -0.3 0.3 0.6 0.359
Cl 15.9409 17.0358 25.1781 0.1 0.4 0.4 -0.077
Cl 17.1890 21.1959 13.3700 0.1 -0.4 0.3 -0.113
Cl 19.3034 12.0421 15.5555 -0.4 -0.2 0.6 -0.085
H 20.6106 15.3016 22.6827 0.2 0.5 0.1 0.156
H 12.5441 19.3078 13.9266 0.0 0.3 0.0 -0.770
H 20.4735 20.1082 21.1637 0.1 -0.2 -0.3 0.127
H 21.3636 16.9689 25.9286 0.9 -0.1 0.6 0.312
H 13.2671 16.1548 8.9788 0.0 0.1 -0.1 0.406
H 10.2617 20.2292 20.1668 0.0 0.1 -0.2 0.460
H 16.6047 18.9953 13.9423 0.0 0.1 0.4 -0.002
C 14.1715 9.4640 18.6734 0.3 0.7 -0.4 -0.270
H 20.4974 14.6941 18.3912 0.4 0.2 0.0 0.024
Cl 13.6477 14.6679 20.6120 0.1 0.5 0.3 -0.003
H 9.1216 17.0536 16.1352 0.4 0.2 -0.2 0.278
H 20.5252 13.7541 23.3332 0.6 -0.4 0.2 0.323
H 15.7818 21.4781 18.8215 -0.5 -0.2 -0.3 0.404
H 21.5185 14.4754 25.4753 0.0 -0.1 0.2 0.364
C 14.1888 18.9631 21.8157 -0.2 -1.6 0.6 -0.181
H 14.8371 19.8653 19.9021 -0.6 -0.5 -0.1 -0.522
Cl 11.3929 21.2114 13.0017 0.7 -0.6 0.5 -0.163
H 19.1253 16.9208 18.0587 0.0 0.0 -0.1 -0.007
H 16.2661 14.7548 14.7587 -0.2 0.5 -0.4 -0.701
H 12.0315 16.8357 12.9989 -0.1 0.5 0.0 0.581
N 21.5174 17.7647 17.5277 1.4 -2.5 -1.7 -0.367
H 22.3048 13.5754 16.0954 0.2 -0.3 0.5 0.417
C 22.0015 16.8539 16.9583 -1.4 2.0 2.0 0.123
H 18.8979 21.4503 18.8921 -0.2 -0.2 0.1 0.723
Cl 15.6541 8.5147 18.7119 -0.2 -0.2 0.0 -0.097
C 12.8639 15.0602 10.8032 0.7 1.7 0.7 0.797
H 15.2672 20.7257 21.2512 0.1 0.1 0.4 0.662
C 18.7877 10.2613 20.9131 0.9 -2.7 1.2 -0.711
Cl 23.7696 20.8645 16.9958 -0.5 -0.4 -0.2 -0.157
H 13.9792 14.2785 15.5544 -0.2 0.2 -0.1 0.615
H 17.8657 15.8568 17.4183 0.2 -0.3 -0.1 -0.135
H 14.7043 12.9337 21.6227 0.1 0.1 0.4 0.191
C 15.6714 17.0756 18.3472 0.1 -0.2 -1.1 1.963
Cl 14.2892 14.3060 23.4996 -0.1 0.1 -0.4 -0.124
C 18.2900 20.7830 22.0420 -0.7 -1.5 2.3 0.409
C 11.6015 12.3280 18.6013 -0.3 0.1 -0.9 -0.485
H 20.9697 13.0453 17.9728 -0.2 0.0 0.3 0.283
H 9.5326 12.4746 17.9495 0.1 -0.3 0.0 0.400
N 21.3215 19.6485 21.4633 1.0 -1.3 -0.9 0.755
Cl 16.7224 20.1372 16.0834 0.2 -0.2 -0.7 0.043
C 23.2540 16.2814 25.0062 0.4 1.1 0.3 -0.014
N 24.4129 16.2320 24.9856 -1.4 -0.2 -0.1 -0.525
Cl 18.4358 15.3345 14.2056 -0.1 0.5 -0.3 0.004
Cl 15.9124 15.7921 12.5668 1.0 -0.6 1.2 -0.118
H 10.0459 13.6152 19.1496 -0.3 0.4 -0.1 0.393
H 14.4513 11.5885 15.3870 0.0 0.3 0.0 0.135
H 12.9636 19.6705 16.7946 -0.1 0.0 -0.1 0.436
Cl 14.6292 11.1713 19.0296 -0.4 -0.5 -0.1 -0.083
C 12.1207 19.9386 17.4144 -2.0 1.2 -1.9 0.103
C 18.1224 16.8943 17.6325 0.2 -1.2 0.3 -0.057
H 15.0160 17.8284 18.7852 -0.4 -0.6 0.2 -1.285
N 20.0437 10.6419 21.3088 0.4 1.5 -0.6 -0.011
C 21.7707 16.4960 25.0349 0.7 1.0 0.0 0.515
N 15.2730 16.9661 15.7295 0.0 -0.1 1.9 -0.504
C 18.6982 21.3489 19.9486 -0.1 1.1 0.4 -1.250
H 9.2344 21.3023 18.0782 0.3 -0.1 0.0 0.202
H 13.2862 21.6324 18.0412 -0.5 0.4 0.1 0.087
H 18.1985 19.2885 20.3397 -0.1 0.0 0.4 0.172
Cl 16.4277 14.4738 21.5154 0.0 0.3 0.0 0.066
C 21.7622 14.3774 16.5959 -1.0 0.7 -1.2 0.051
C 17.2621 19.7337 14.4013 -0.3 0.6 0.2 0.115
H 12.8713 13.5217 9.3791 0.3 0.0 -0.4 0.399
H 17.9373 20.2103 22.8871 0.3 0.1 0.1 0.084
C 11.9208 12.7420 13.6328 -1.6 -0.7 -0.9 -0.793
C 18.6358 22.0837 22.0855 -0.1 1.6 -1.2 -1.125
Cl 16.8970 13.0887 13.2777 -0.2 0.5 -0.1 -0.133
H 22.1583 14.6053 23.1750 -0.1 -0.5 -0.4 0.393
C 14.4555 20.0897 20.8982 1.0 1.6 0.1 -0.574
C 15.1299 22.3358 18.7457 -0.6 1.4 1.6 -0.280
C 10.7222 20.2396 19.1899 1.6 -0.9 -0.8 -1.241
C 14.7687 13.5214 10.2287 1.9 -0.8 0.0 0.154
C 18.3505 20.2767 20.7480 0.2 0.8 -2.0 -0.188
H 19.0476 23.3952 20.4281 0.1 -0.3 0.2 0.222
H 21.3746 17.7661 20.2795 -0.6 0.4 0.0 0.875
C 13.4282 13.5468 14.9823 2.2 -0.9 1.0 -0.942
C 23.1148 19.1670 22.6096 1.1 0.5 1.6 -0.904
Cl 24.4070 21.3451 19.6779 -0.3 0.1 0.5 -0.136
C 21.0443 15.2195 24.8352 -0.6 -1.2 0.4 -0.603
H 10.5875 21.0061 16.0487 0.4 0.0 -0.1 0.516
H 13.4222 17.2218 10.3712 -0.2 -0.2 0.3 0.193
H 11.3479 17.8850 15.5055 0.3 0.1 -0.2 0.644
C 22.8652 17.9723 21.8805 -1.4 2.8 -0.9 -0.654
H 12.9236 20.0655 23.0737 0.1 0.4 0.7 0.398
C 10.9567 20.6508 16.9995 0.4 -0.4 0.4 -1.102
Cl 18.4687 17.5164 23.9785 0.2 0.1 0.5 -0.084
H 18.4925 9.2403 21.1049 -0.2 0.1 0.0 0.436
C 20.2303 11.9565 20.8821 -0.3 -0.5 0.5 -1.293
H 13.4049 18.3537 21.3660 -0.6 0.0 0.4 0.397
Cl 16.8929 10.4435 15.8676 0.2 0.2 0.3 -0.074
Cl 13.3641 9.3614 17.0666 0.4 -0.1 1.0 -0.083
C 16.8153 14.7932 13.8180 -0.6 -0.8 -0.4 0.794
C 10.7935 17.2888 14.7959 0.2 0.9 1.1 -0.671
C 15.4533 23.5941 19.2414 2.7 -1.3 -0.4 -0.556
C 22.1872 20.1602 22.3845 0.5 -1.2 -0.3 -0.354
H 22.1844 21.1893 22.7122 -0.3 -0.2 0.1 0.487
C 12.6734 11.6916 14.0781 -0.2 -1.5 -0.8 -1.164
H 18.1603 17.3973 16.6662 -0.2 0.2 0.2 -0.421
H 22.7298 19.8782 18.9615 0.1 0.0 -0.4 -0.330
N 12.3102 16.0194 17.6603 -1.5 -1.6 -0.3 -0.269
H 13.5871 20.7468 20.8505 0.0 0.0 -0.4 0.435
H 11.7978 15.2771 10.7366 -0.2 -0.7 -0.5 0.384
C 14.7604 14.0041 21.8206 -0.1 -0.9 -0.3 -0.151
H 11.8272 11.7202 17.7251 0.5 -0.3 0.2 0.116
Cl 18.8843 19.1055 14.4652 0.3 -0.1 -0.1 -0.096
H 18.8946 13.3182 19.8433 0.0 0.0 0.1 0.503
H 13.4438 18.5379 23.8256 0.1 0.2 0.2 0.386
C 13.7739 19.4096 23.2605 0.8 -0.1 -1.4 -0.714
Cl 21.6774 21.9476 18.7039 0.4 -0.1 0.1 -0.124
C 19.0504 12.3637 20.3239 0.8 0.6 -0.7 0.133
C 13.3566 23.7108 18.6111 0.0 0.0 -0.1 -0.439
C 10.5106 14.1254 17.0937 1.2 0.8 0.9 0.406
H 14.9854 18.2217 21.8794 0.5 0.3 0.1 0.198
H 23.9553 19.3479 23.2633 0.1 -0.2 0.1 0.426
C 17.1073 17.4780 18.6055 1.3 1.3 -0.9 0.109
C 22.5784 15.6493 16.3002 -0.9 1.0 1.3 -0.502
C 17.5317 17.7726 25.4675 0.2 -0.6 0.1 -0.130
H 14.4989 25.5442 19.1897 -0.3 -0.1 0.2 0.429
H 12.4471 12.9832 18.8105 -0.1 -0.1 0.0 0.020
C 13.6010 16.2072 10.0151 -0.3 -1.2 0.0 -1.342
C 10.0235 15.9756 13.2362 -2.6 -1.2 0.2 0.279
C 15.3831 16.9914 16.8892 0.2 0.6 -1.6 -0.100
N 12.3719 13.8490 14.2127 0.7 1.6 0.6 1.249
H 12.6921 19.1086 19.3215 -0.4 0.1 0.2 0.540
H 12.5275 10.6428 13.8661 -0.1 0.1 -0.3 0.463
H 23.4513 17.0661 21.9226 -0.2 0.1 -0.3 0.571
H 20.7515 10.1199 21.8053 -0.4 -0.1 -0.2 0.219
H 13.0377 15.1902 11.8713 0.4 -0.1 0.1 -0.641
N 10.1211 20.8188 18.0867 1.7 -0.9 0.3 0.036
Cl 17.1356 12.9815 17.2881 -0.4 0.6 -0.2 0.055
C 18.1677 11.2607 20.2960 -1.0 1.7 -0.8 -0.226
Cl 18.2886 17.0069 26.9365 -0.3 0.4 -0.9 -0.159
H 21.5061 17.2688 24.3132 0.3 -0.2 -0.6 -0.246
N 9.5698 16.8662 15.2496 -0.5 -2.1 -2.4 0.118
H 9.9875 15.4318 12.3037 -0.4 -0.2 0.1 0.481
H 18.7310 22.8363 22.8542 -0.2 -0.4 0.2 0.532
C 9.0405 15.9615 14.2705 2.8 1.4 -0.8 -1.344
H 13.5017 9.1351 19.4681 0.1 0.0 -0.4 0.440
H 17.4901 18.8439 25.6646 -0.4 -0.3 -0.1 0.354
H 22.5373 15.9715 15.2597 0.7 -0.7 -0.2 0.356
C 11.9655 19.6693 18.7522 -2.0 0.5 1.9 -0.009
H 16.3794 23.8938 19.7094 0.3 -0.3 -0.3 0.392
H 12.8407 12.8310 10.9020 0.4 0.2 0.6 0.348
C 14.9318 20.0810 23.9296 0.7 0.8 1.0 0.255
C 21.1004 14.6750 23.4281 -0.6 0.3 -0.2 -0.906
H 14.6758 16.0275 9.9944 0.0 0.1 0.1 0.346
H 23.5645 15.5252 16.7477 0.3 0.2 -0.6 0.291
H 20.8513 14.4367 16.0002 -0.2 0.1 -0.1 -0.302
C 21.3189 14.0763 18.0288 1.0 -0.8 -0.9 -0.599
N 18.8189 22.4723 20.7688 0.4 -1.2 -0.6 0.247
H 18.4115 11.1342 17.5745 0.1 -0.3 -0.4 0.226
Cl 13.7219 19.8350 11.9656 0.1 -0.1 0.3 -0.120
N 15.8282 20.5961 24.4772 -1.9 -1.2 -1.2 -0.545
Cl 13.9091 21.1700 14.5743 -0.6 -0.5 -0.5 -0.031
C 12.8712 20.2364 13.4590 -0.4 0.8 -0.3 0.993
H 20.0525 15.3275 25.2742 -0.3 0.0 -0.5 0.242
N 13.7611 22.3980 18.4978 1.7 0.3 -0.6 0.495
C 23.0787 20.8545 18.6251 0.3 0.3 0.0 0.739
H 9.6076 14.7203 16.9566 -0.2 -0.5 -0.4 0.352
C 10.3655 13.1178 18.2339 -0.7 0.5 0.8 -1.208
H 17.4080 17.3801 19.6486 -0.3 -0.6 0.0 0.996
H 10.8276 13.5736 16.2087 -0.1 0.4 -0.3 -0.192
C 17.9807 11.5842 16.6800 0.6 -0.3 -0.3 -0.074
N 15.9181 13.3439 10.0976 -2.7 0.5 0.2 -0.477
C 13.7017 12.1777 14.8798 -0.6 1.5 0.8 0.182
```
Forces are in eV/Å.

Summary:
- Kohn-Sham gap (eV) = 7.8